Entry 1:
DFT (the ωB97M-V functional and the def2-TZVPD basis) results for C21H33NO2 as an isolated structure.

Atoms and positions in Å:
1 C 1.094 3.380 -1.510
2 H 2.182 3.297 -1.150
3 H 0.917 4.520 -1.655
4 H 1.149 2.969 -2.640
5 C 0.036 2.405 -0.938
6 C 0.334 1.016 -0.740
7 C -0.532 0.033 -1.202
8 C -0.132 -1.166 -1.509
9 C 1.022 -1.555 -0.900
10 C 2.004 -0.730 -0.221
11 C 1.547 0.869 -0.202
12 O 2.293 1.742 0.209
13 H 3.240 1.081 0.516
14 C 3.259 -1.240 0.402
15 C 3.974 -2.044 -0.912
16 H 4.192 -1.334 -1.420
17 H 3.412 -2.954 -1.204
18 H 4.853 -2.554 -0.329
19 C 4.377 -0.310 0.986
20 H 5.052 -1.001 1.536
21 H 3.816 0.089 1.831
22 H 4.613 0.381 0.510
23 C 2.810 -2.244 1.484
24 H 2.221 -1.813 2.412
25 H 2.165 -2.954 0.775
26 H 3.778 -2.827 1.832
27 H 1.325 -2.817 -0.829
28 C -1.001 -2.040 -2.022
29 H -0.543 -3.103 -2.218
30 H -1.526 -1.815 -2.777
31 C -2.080 -2.564 -1.023
32 C -3.169 -1.619 -0.896
33 O -3.942 -1.317 -1.607
34 N -3.141 -1.028 0.363
35 C -2.209 -1.060 1.488
36 C -2.709 0.143 2.589
37 H -1.945 0.379 3.006
38 C -3.505 1.007 1.999
39 C -4.113 0.200 0.619
40 H -4.363 0.840 -0.229
41 H -4.977 -0.362 1.052
42 H -4.405 1.578 2.549
43 H -2.904 1.681 1.364
44 H -3.498 -0.745 3.215
45 H -2.200 -1.958 1.782
46 H -1.028 -0.722 1.147
47 H -1.525 -3.074 0.001
48 H -2.480 -3.686 -1.351
49 H -1.346 0.544 -1.927
50 C -1.492 2.900 -1.373
51 H -2.123 2.346 -0.948
52 H -1.563 3.941 -1.420
53 H -1.182 2.607 -2.570
54 C 0.022 3.020 0.756
55 H -0.293 4.060 0.786
56 H -0.674 2.586 1.465
57 H 0.914 3.023 1.047

Summary:
Total charge   0
Strongest force on any atom   16.104 eV Å⁻¹
E_HOMO   -7.63 eV
2S+1   1

Entry 2:
DFT (the ωB97M-V functional and the def2-TZVPD basis) results for C21H34B12Br6InN11O2S as an isolated structure.

Atoms and positions in Å:
1 In 0.020 0.863 -0.393
2 C -3.100 0.126 1.721
3 C -3.018 1.317 0.829
4 C -4.052 2.182 0.458
5 C -3.464 3.136 -0.335
6 N -2.143 2.880 -0.435
7 N -1.870 1.746 0.283
8 B -1.014 3.775 -1.025
9 N 0.145 3.902 -0.001
10 C 0.699 4.988 0.574
11 C 1.765 4.589 1.343
12 C 1.830 3.199 1.195
13 C 2.817 2.269 1.822
14 N 0.856 2.793 0.370
15 N -0.471 3.126 -2.307
16 C 0.048 3.612 -3.455
17 C 0.439 2.561 -4.248
18 C 0.156 1.407 -3.516
19 C 0.357 -0.022 -3.896
20 N -0.399 1.755 -2.344
21 N -1.631 5.203 -1.229
22 C -2.245 5.986 -0.189
23 C -2.690 7.126 -0.729
24 C -2.335 7.025 -2.113
25 C -2.555 7.974 -3.194
26 N -1.684 5.802 -2.352
27 H -3.722 0.361 2.584
28 H -2.114 -0.177 2.070
29 H -3.561 -0.715 1.204
30 H -5.092 2.113 0.734
31 H -3.924 3.974 -0.839
32 H 0.318 5.984 0.404
33 H 2.415 5.209 1.939
34 H 3.659 2.097 1.151
35 H 2.360 1.312 2.062
36 H 3.204 2.716 2.735
37 H 0.097 4.669 -3.650
38 H 0.881 2.617 -5.231
39 H -0.047 -0.200 -4.892
40 H -0.142 -0.694 -3.197
41 H 1.418 -0.268 -3.921
42 H -2.287 5.620 0.828
43 H -3.197 7.946 -0.242
44 H -2.225 8.975 -2.894
45 H -3.634 8.076 -3.382
46 H -2.063 7.662 -4.111
47 Br 1.432 -3.762 1.371
48 B 0.211 -4.593 0.104
49 B -0.381 -6.261 0.345
50 C -1.907 -6.279 -0.395
51 B -1.485 -4.875 0.481
52 B -2.429 -4.791 -1.026
53 B -1.895 -6.117 -2.082
54 B -0.640 -7.023 -1.225
55 B 0.782 -5.931 -0.974
56 Br 2.594 -6.546 -0.915
57 B -0.187 -5.844 -2.511
58 Br 0.532 -6.365 -4.195
59 B -1.326 -4.436 -2.365
60 Br -1.852 -3.342 -3.862
61 B -1.044 -3.693 -0.769
62 Br -1.357 -1.729 -0.583
63 B 0.355 -4.307 -1.671
64 Br 1.688 -3.120 -2.408
65 H -0.133 -6.931 1.282
66 H -2.658 -6.919 0.045
67 H -2.005 -4.622 1.511
68 H -3.564 -4.473 -0.994
69 H -2.673 -6.691 -2.756
70 H -0.574 -8.194 -1.333
71 O 1.985 0.208 -1.337
72 N 2.441 -0.385 -0.349
73 O 1.621 -0.398 0.612
74 S 0.513 -1.617 3.342
75 C 2.159 -1.682 3.925
76 N 3.155 -1.531 3.071
77 C 4.574 -1.718 3.436
78 C 4.667 -2.565 4.694
79 C 3.748 -2.002 5.766
80 N 2.387 -1.881 5.208
81 H 2.906 -1.393 2.101
82 H 5.030 -0.740 3.592
83 H 5.076 -2.199 2.600
84 H 5.693 -2.574 5.055
85 H 4.377 -3.593 4.466
86 H 4.092 -1.026 6.111
87 H 3.696 -2.664 6.626
88 H 1.592 -1.989 5.819

Summary:
Total charge   +3
Strongest force on any atom   0.880 eV Å⁻¹
<S²>   1.762
E_HOMO (spin up / spin down)   -16.05 / -16.22 eV
2S+1   2

> Number 1 is which compound?

C21H33NO2

> Which value of total charge does entry 2 give?

+3

> 2S+1 of number 2 (C21H34B12Br6InN11O2S)?

2

> Which formula does entry 1 have?

C21H33NO2